[1]
Formula: C160H120Br20O20
Source: the Open Molecules 2025 dataset
Level of theory: ωB97M-V with the def2-TZVPD basis set

```
320
Properties=species:S:1:pos:R:3:forces:R:3
H 29.0490 34.9830 26.2523 1.01 -0.37 -0.21
C 25.1090 34.2359 17.7839 1.05 -0.21 -0.33
Br 28.0402 33.8818 20.9151 -0.50 0.12 0.26
C 19.9710 27.7476 26.6926 0.31 1.67 -0.12
C 18.2908 34.4078 18.9141 0.62 -0.54 -0.31
C 23.7428 35.8138 24.6543 0.01 1.73 -0.98
C 25.3423 33.1435 13.8699 1.37 -0.52 -0.14
O 27.2131 36.4345 25.0990 1.42 -0.14 0.42
C 24.2204 33.8943 14.1992 1.00 -0.19 -0.66
H 21.8225 29.8579 28.6222 -0.50 -0.23 0.32
O 22.0846 37.3717 24.1529 -1.09 1.14 -0.24
C 26.8216 18.4642 17.6414 -0.44 -1.74 -0.24
H 23.6899 31.8187 23.0765 -0.17 0.51 0.23
C 29.2228 30.2304 14.0174 0.05 0.53 0.03
C 16.6270 20.5305 21.9051 -1.29 -1.01 0.69
H 27.5378 36.8558 21.9005 0.24 -0.03 1.04
C 26.7761 24.4738 15.1754 0.31 -0.83 -0.97
C 21.2106 29.4651 27.8163 0.75 1.22 -0.30
C 18.9864 20.4589 21.3304 -1.67 -0.27 -0.01
C 29.1434 32.1896 12.0445 0.76 0.81 1.42
O 17.4490 29.4205 17.9932 0.79 0.60 0.15
C 12.3315 21.9887 26.9980 -0.91 -1.22 -0.07
C 22.0223 31.2629 15.7982 -0.59 1.22 1.53
H 19.0594 29.9887 22.0719 0.14 0.17 -0.24
H 17.4633 27.3403 23.6044 -1.08 -1.18 0.19
H 20.6960 30.2460 24.6206 -0.28 0.78 -0.85
H 29.1750 32.9571 11.3264 -0.22 0.71 -0.97
H 31.2529 32.8118 26.3627 -0.82 0.01 -0.06
O 23.4536 36.2367 18.5878 -1.25 -1.79 0.81
C 29.2880 30.8786 16.8347 -0.70 -0.57 -0.89
Br 21.0818 24.2652 13.9440 0.58 0.27 -0.14
C 22.9683 27.9573 20.5477 1.07 -1.11 -0.49
H 19.6327 28.0358 24.5887 -0.27 -0.15 -0.13
H 24.1400 27.1439 15.6942 -1.29 -0.13 0.53
C 20.5874 33.2420 20.9746 0.07 0.49 0.39
C 21.6408 33.4846 20.0954 -0.27 0.65 0.14
H 25.8396 24.8244 18.8883 0.53 -0.69 -1.12
Br 16.8105 29.6147 24.9289 0.01 0.77 0.11
H 17.5704 24.6795 27.0429 -0.89 -0.68 -0.98
H 21.0352 26.2867 19.5629 1.09 -0.78 -0.11
C 26.6488 19.6651 18.2432 0.04 1.91 2.23
H 16.9272 32.5461 26.6046 0.75 -0.76 -0.20
C 14.7546 30.2244 21.8447 2.57 0.53 -1.76
C 22.1979 27.1183 16.8163 0.50 -1.07 -0.16
C 20.0781 34.2996 21.7542 1.58 -0.24 -0.47
C 22.4723 26.6872 13.0127 -0.48 -0.26 0.67
C 18.9580 25.9754 30.4024 -0.47 -0.12 -0.78
H 24.5765 41.4607 22.8596 -0.19 0.37 -0.51
H 23.3609 27.1914 12.6510 0.35 -0.19 0.31
C 28.1113 27.1718 23.9139 1.69 2.56 1.07
H 24.4320 26.3711 25.1793 -0.45 0.36 0.61
H 17.0718 24.5866 14.8096 0.26 0.04 0.22
C 22.3173 32.3650 19.3559 -0.18 1.34 1.16
C 28.8858 28.5770 17.4973 0.76 0.08 -1.77
C 24.4795 33.2579 25.4061 -0.86 1.45 -0.88
C 21.5320 28.0694 20.7453 -1.71 -0.98 -0.52
C 23.2024 27.6346 16.0670 3.12 2.64 -1.22
C 22.1761 29.8222 16.2401 -0.78 0.81 -0.85
C 23.9768 33.9429 18.5211 -0.73 1.74 -0.71
C 26.0655 29.8557 21.5557 0.58 0.35 0.36
C 29.0980 30.8721 11.7209 0.34 -1.14 -2.21
H 22.9572 26.8497 26.1315 0.22 0.44 0.53
Br 29.5943 22.9278 21.1623 -0.81 -0.02 0.14
H 15.6230 28.1431 18.7057 0.23 -0.89 -0.89
Br 23.5424 22.1178 23.8354 0.02 -0.12 -0.32
C 19.2886 19.9237 22.5575 -0.74 -0.10 1.27
H 13.5022 23.2819 28.1740 0.09 0.36 -1.04
C 30.0690 34.5862 25.9976 -1.89 0.64 -0.51
H 26.0268 34.8816 19.9545 0.54 1.08 1.13
O 21.8724 31.2550 19.3583 -0.89 -1.54 -0.01
H 19.3132 26.3259 31.3559 0.49 0.16 -0.10
C 29.2519 31.9667 15.8033 0.22 0.18 -0.33
H 26.1068 23.3699 22.9975 1.11 -0.08 -0.51
C 18.3817 32.1685 18.0556 1.49 1.15 -1.73
C 25.5690 31.8625 17.7827 3.03 -0.32 -0.43
H 20.3795 27.3551 17.6559 -1.61 -0.20 1.08
C 27.0780 22.0623 15.2624 -0.26 -2.60 0.02
C 26.2308 40.2438 23.4624 -1.18 -1.65 -0.15
H 25.6511 28.0166 20.5472 0.61 -1.51 -0.86
H 14.6046 30.8352 22.6900 -0.44 0.50 0.87
Br 22.3952 26.1296 23.9288 -0.48 0.06 -0.77
C 22.7988 34.8282 24.7005 -1.11 -0.52 -0.03
C 17.6187 33.8253 19.9674 -1.07 -0.35 0.44
C 20.5489 28.2741 27.8694 -0.34 -0.87 -0.06
H 27.6839 24.1056 23.4259 -0.22 -0.71 -0.55
Br 19.3619 24.0615 22.0954 0.21 0.06 -0.39
C 17.3798 24.5983 29.2379 -0.59 -1.66 -1.58
H 29.2192 30.4743 20.2024 0.16 0.64 0.37
C 16.3341 31.9917 21.1676 2.09 0.98 -0.52
C 16.5997 26.6081 23.6209 1.32 1.44 -3.09
C 11.9864 22.2879 24.6179 -0.38 0.18 1.49
H 16.8223 24.0303 23.8411 0.26 0.47 -0.18
H 24.5887 28.3944 23.9570 -0.84 0.12 0.80
C 13.4331 22.2678 18.5237 -0.40 -0.33 0.63
C 18.0061 24.9724 30.3825 -0.02 0.79 2.15
C 25.4783 30.9452 22.1892 0.04 0.51 1.27
C 26.6999 20.8710 17.4983 -0.90 -0.96 0.91
H 17.0297 26.1657 14.1088 -0.32 0.80 -1.04
O 16.2872 32.5789 22.2380 -0.43 -0.17 -0.48
C 14.9186 25.4328 24.7826 -1.46 -0.34 0.20
Br 21.3534 26.6013 11.4526 -0.31 0.13 -0.38
C 18.7283 33.5135 17.9633 -0.42 -0.34 0.18
C 15.6652 21.6539 17.9165 -0.84 1.52 0.38
C 25.6885 37.9620 24.1849 -2.69 -1.07 0.16
H 12.4633 22.6549 18.3792 -0.91 0.41 -0.87
C 11.6718 21.6055 25.7969 -0.06 0.12 0.58
H 17.7216 24.6140 31.3792 -0.23 -0.24 -0.62
C 25.4355 34.2315 25.3172 0.26 1.71 -0.03
C 15.1860 21.0615 21.6578 2.12 0.15 -0.98
C 17.1912 32.4835 20.0276 -0.04 1.01 0.09
H 27.3871 26.6618 23.3600 -1.05 -1.00 -0.25
C 26.1729 24.6721 17.8269 -1.38 -0.28 1.53
C 15.9318 21.5073 19.2552 1.11 -1.09 0.74
C 14.3175 25.0053 26.0703 -0.14 -1.34 -0.20
H 20.2290 32.2299 21.0717 -0.21 -0.04 0.02
C 27.0052 19.5635 15.5105 -0.76 -0.90 -0.02
H 28.0072 36.5365 20.2481 -0.27 0.42 -0.09
C 18.7301 26.0566 28.0194 0.92 0.15 -0.76
C 17.6747 31.4193 24.8567 -2.85 -0.42 1.16
C 20.9069 29.1372 21.3980 1.43 0.63 1.15
H 25.8976 26.7897 17.4700 0.27 -0.77 -0.15
C 23.1240 35.0986 18.9705 2.44 1.35 -1.05
C 25.3755 31.7785 14.1530 1.02 0.05 0.02
C 30.3994 33.3707 26.7944 0.81 -0.78 0.20
H 26.4342 34.0681 25.6986 0.22 -0.11 -0.48
H 23.0068 29.0554 24.6617 0.73 -0.65 -0.04
C 21.1652 30.2191 26.6388 0.57 0.42 1.64
C 26.0801 36.6348 24.7646 -0.45 -0.09 -0.24
O 20.9157 27.9750 30.1798 -0.05 -0.37 0.21
H 13.9437 27.2689 20.3633 0.10 -0.12 0.41
C 23.1763 33.2666 14.8302 -0.19 0.29 0.39
H 21.5500 31.2287 26.6284 0.34 -0.05 0.04
H 14.5981 24.8397 21.5407 -0.13 -0.04 -0.97
H 24.1982 34.9256 13.8762 -0.21 0.17 0.43
H 18.5788 31.2002 24.4579 2.81 -0.59 -1.22
O 18.2593 21.2878 18.8695 1.39 0.62 -1.75
C 20.5923 29.7255 25.5272 -0.72 -1.50 -1.05
C 23.8920 28.4000 24.8386 -0.45 0.60 -1.04
H 16.5783 23.8690 29.2679 0.04 -0.05 0.07
H 12.1734 21.3610 27.8719 -0.25 0.12 -0.06
H 26.6324 26.6012 15.1203 -0.20 0.22 -0.37
C 21.7498 30.1448 22.1681 1.54 0.29 -0.26
Br 25.8367 37.9188 20.4445 0.54 -0.50 0.09
C 29.0848 29.5155 16.4617 0.08 1.69 2.09
H 30.7601 35.4062 26.1091 0.47 -0.01 0.01
H 27.7370 28.0668 24.4635 -0.10 -0.70 -0.66
H 28.8182 27.5849 17.0518 -0.37 -0.25 0.87
C 13.2758 24.0437 23.5086 -0.93 -0.30 -1.32
C 26.8663 20.7806 16.1361 1.09 1.68 -1.49
Br 28.7951 32.1802 26.8909 0.99 0.46 0.09
C 26.2939 22.1577 18.1500 1.52 0.23 -3.24
C 23.9804 39.4540 23.3996 -1.59 1.09 0.01
H 25.4379 35.2441 17.5658 -0.39 0.09 0.09
H 16.2041 26.7966 25.7213 0.05 -0.19 -0.43
O 18.8221 25.9933 25.6995 0.17 0.08 -0.34
H 18.1853 31.2475 26.9664 -0.26 0.11 -0.12
C 26.7406 23.2885 15.9236 -0.49 2.48 0.82
C 18.2454 19.5673 23.4883 -0.39 1.61 -3.45
H 19.3471 34.1415 22.5348 -0.23 -0.12 -0.19
H 26.9758 40.9565 23.2521 0.88 0.72 0.08
H 17.3591 34.4914 20.7473 -0.52 0.26 0.98
C 23.2487 29.0585 15.7970 -1.26 -0.69 0.66
H 18.8261 31.6068 17.2807 0.08 -1.06 -0.68
H 23.3332 24.7172 12.8931 -0.05 -0.22 0.11
H 22.1991 26.0574 17.0453 -0.05 0.02 0.05
C 13.4285 23.7988 25.9564 -0.31 -0.41 1.24
Br 24.8339 29.2438 26.2920 0.33 0.15 0.31
C 23.6226 32.6519 18.7687 -0.58 0.06 0.32
H 27.1897 29.9471 21.5622 -1.34 -0.85 -0.53
C 22.7833 22.2632 22.0481 -0.75 -0.92 -0.64
H 19.3147 33.7464 17.1115 0.55 0.60 -0.53
C 22.1164 34.8033 19.9724 -0.15 0.00 -0.47
C 14.9107 21.4698 20.2188 0.83 -0.08 0.30
H 17.6908 28.1831 21.1480 0.08 0.25 -0.21
C 19.3519 27.0001 20.5069 -0.38 0.99 -1.92
C 16.9452 19.8791 23.1221 -0.19 0.56 -0.16
C 26.5232 35.2132 20.9159 0.28 -1.96 -1.68
C 29.2768 32.5420 13.3779 -0.27 0.69 1.06
C 17.3618 21.2362 19.6468 -1.78 -0.72 0.37
C 12.8877 23.3565 24.7411 0.18 0.03 0.54
H 20.2267 29.8162 17.1802 0.15 0.16 -0.03
C 29.3061 31.2461 18.1575 0.22 -1.15 0.78
C 13.1403 23.0784 27.1504 0.18 0.28 -0.86
H 16.1171 19.7739 23.7992 -0.09 -0.28 0.37
C 27.8196 22.4541 21.9633 0.10 1.12 -1.58
H 21.7997 35.1116 24.3743 0.02 -0.31 0.40
C 27.1809 36.5296 20.9589 -0.40 0.94 -1.50
C 14.4511 24.9401 23.5793 -0.31 -0.13 -0.31
H 29.1010 30.5625 10.6495 -0.32 0.34 0.94
H 26.9245 33.2937 16.9708 -0.95 0.33 0.07
C 21.1049 29.2402 16.9163 -0.36 0.06 0.39
H 14.2439 22.3142 16.5177 -0.44 0.26 -0.25
O 14.6058 25.4453 27.1596 0.10 0.46 -0.23
C 25.0625 35.5422 24.8848 0.98 -0.64 0.88
H 26.1769 31.6821 22.6049 -0.44 -0.02 -0.26
H 22.8765 39.6781 23.3428 1.31 -0.35 -0.24
H 13.4980 28.5466 22.4553 1.06 0.86 -0.95
C 29.3527 31.5817 14.3714 -0.57 -1.09 -0.26
C 18.7662 28.1658 20.9900 -0.43 -0.51 1.24
Br 29.3419 27.8288 22.5524 0.07 0.55 -0.57
O 25.3164 29.1065 14.7747 1.57 -1.00 -0.68
H 16.4688 21.6907 17.2133 0.38 -0.33 -0.30
C 14.3928 22.1056 17.5594 0.79 -0.44 -0.39
H 23.1813 25.3529 14.5542 0.48 0.10 0.41
Br 16.9069 22.2668 25.5563 -0.02 0.29 -0.86
C 14.4836 28.1812 20.5788 1.20 1.27 -1.83
C 17.1595 25.6511 15.0185 -1.55 -0.79 1.05
C 23.2085 31.9131 15.1348 -0.62 -0.05 0.52
H 27.5767 38.6933 24.2549 -0.41 0.65 -0.25
H 22.1296 36.8190 20.6238 -0.06 0.46 -0.03
C 20.3359 27.5866 29.1914 0.12 0.97 -1.01
C 18.8251 23.1923 23.7514 0.11 -1.35 -1.42
C 25.2600 28.8181 21.0750 -1.71 2.35 0.85
C 23.3024 30.0348 21.9834 -1.61 -1.06 -1.10
H 27.1964 22.0096 21.1838 0.34 0.11 -0.02
C 17.3448 23.1024 23.7021 -1.72 -0.78 1.85
C 17.8406 25.0246 27.9918 -0.24 0.61 2.21
H 11.5096 22.1634 23.6529 0.14 -0.37 0.14
Br 18.9420 25.0906 17.2686 -0.42 -0.17 -0.24
H 24.3756 22.9902 20.7980 0.83 -0.37 -0.28
H 21.9837 27.3049 13.7712 -0.03 -0.01 -0.35
H 28.1379 21.7267 22.6457 -0.03 -0.91 1.27
H 29.2219 33.5535 13.7952 0.23 -0.08 -0.74
H 26.5047 19.7280 19.3701 0.13 -0.01 -1.66
H 17.0714 31.9607 24.1309 0.04 0.27 0.42
H 23.5857 24.2160 21.7100 -0.13 0.80 0.37
H 25.8814 34.9815 21.7301 -0.41 -0.18 0.82
H 29.6789 25.7227 24.2839 -0.51 -0.18 0.14
C 15.3996 28.6558 19.5944 -1.46 0.96 2.25
C 23.8372 28.9557 21.2094 1.56 0.84 0.68
C 14.2253 28.9834 21.6934 -2.04 -1.96 0.90
C 17.1285 30.2262 18.8456 -1.37 0.21 -0.37
C 29.1071 29.8898 12.6775 -1.12 -1.19 0.25
C 24.3382 38.2180 23.9034 -0.77 0.09 0.16
H 10.8794 20.8246 25.9459 1.01 0.69 -0.79
C 23.2646 37.2138 24.2451 1.72 -1.52 -0.18
O 27.4813 21.9929 14.1147 -0.27 -0.06 0.79
O 21.3241 31.0209 22.9136 -0.02 -1.04 -1.07
C 18.3963 26.0805 15.6506 1.25 0.41 1.60
O 29.0670 33.1350 16.0825 0.12 -0.11 0.48
C 19.5410 29.2041 21.4946 -0.95 -0.36 0.24
C 19.2946 26.5445 29.1762 0.62 -0.08 2.08
C 23.5243 27.0011 25.2296 0.96 -1.06 -0.49
C 16.0037 29.9162 19.7530 0.17 -0.92 1.52
C 21.1513 27.9090 17.2399 0.70 0.37 -1.04
C 23.1536 33.5601 25.0972 -0.82 -0.65 0.45
H 18.4191 19.1807 24.4289 0.61 -0.81 1.73
C 24.1117 31.0339 22.4918 0.97 -0.97 -0.93
H 27.0110 17.4411 15.7464 -0.17 0.17 0.29
C 29.1967 30.2652 19.1523 -0.42 -0.39 -0.05
C 23.4408 23.2912 21.2011 0.43 0.07 0.21
H 30.7674 33.6115 27.8096 -0.83 0.01 -0.30
C 27.1245 23.6328 22.5864 -0.47 0.32 1.86
H 28.7708 28.8721 12.3898 0.87 0.62 0.39
C 26.5404 38.9765 23.9841 3.48 0.77 -0.01
C 20.7113 27.0227 20.2475 -0.20 1.17 0.73
C 13.6641 21.8725 19.8237 -0.57 -0.20 1.87
C 19.9955 28.4608 25.5051 1.11 0.51 0.59
C 26.3892 23.3978 17.2800 0.33 -0.25 0.22
O 28.7748 28.0525 14.6606 0.00 -0.35 0.32
C 19.1754 26.5660 26.7178 -0.77 -1.54 -0.36
H 24.7288 32.2691 25.5671 0.60 -1.88 0.90
C 26.5027 25.7049 15.6967 0.05 0.35 0.79
H 26.7752 17.5002 18.1636 0.09 0.65 0.17
Br 26.7900 25.1360 21.4366 -0.20 0.08 -0.67
C 15.9155 26.3461 24.7631 1.47 0.93 1.58
H 20.2874 36.3723 22.2060 -0.18 0.33 0.68
H 29.7483 27.0711 25.3555 -0.44 0.24 0.01
H 16.6374 26.3514 21.4365 0.47 0.14 -0.62
C 16.1547 26.1003 22.3442 0.32 0.57 2.85
C 21.6578 35.8648 20.7331 0.22 -1.33 -0.30
C 29.0239 29.1787 15.0418 -0.16 -1.00 -0.72
C 17.5758 31.6281 18.9796 -0.10 -0.05 1.15
H 26.2549 31.1971 13.8133 -0.65 0.27 0.47
Br 29.9229 34.2256 24.0475 0.13 0.09 0.76
C 24.3612 29.7631 15.0912 -0.32 -2.46 1.13
O 14.4426 21.2567 22.5801 -0.55 -0.18 0.15
H 18.4925 27.1198 15.9435 -0.67 0.19 0.05
C 29.0433 26.4388 24.8167 0.30 -1.00 0.20
H 29.4302 32.2720 18.3964 0.04 0.77 0.30
C 26.1653 25.8003 17.0474 0.16 0.96 -0.34
H 27.0343 19.5544 14.4263 0.33 -0.12 0.11
C 15.7450 30.7023 20.8980 -2.85 -2.09 0.75
H 12.9286 21.8785 20.6590 0.15 0.28 -1.07
Br 22.3048 23.5768 19.7011 -0.39 0.16 -0.84
H 19.2765 22.1730 23.7612 -0.16 1.04 0.12
C 25.9132 33.1844 17.4134 1.10 -1.18 0.13
C 26.9082 18.3949 16.2672 0.85 0.28 -1.49
Br 27.9324 25.5168 26.1212 0.07 -0.21 0.22
H 20.3138 19.8898 22.9044 0.12 -0.35 -0.19
H 16.7479 22.4805 22.9899 1.38 0.55 0.61
C 28.9587 28.9288 18.8481 -0.19 -0.53 -0.98
H 19.7207 20.7043 20.5864 0.29 0.11 -0.03
C 24.4510 31.5976 18.4765 -1.46 -0.65 0.18
H 19.2216 25.9149 15.0204 0.94 -0.41 -1.05
C 22.7337 25.2994 13.5849 -0.46 0.08 -0.72
H 28.8084 28.1367 19.6058 0.21 0.77 -0.35
H 21.7528 22.5715 22.1452 -0.28 -0.08 0.55
H 26.3037 33.5672 13.4671 -1.41 -0.17 0.11
O 23.4404 27.0313 19.8813 -0.27 1.10 0.62
C 15.0485 25.3077 22.3822 -0.45 -0.68 0.09
C 20.6827 35.5610 21.6363 -1.53 0.07 0.60
H 22.7641 21.2925 21.4998 0.30 0.47 0.83
Br 15.5845 26.0712 16.1630 0.38 -0.12 -0.44
C 24.9106 40.4823 23.1226 -0.22 -1.30 1.26
H 24.0566 30.6393 18.7898 0.54 -0.34 -0.14
H 22.3856 33.8851 15.1910 -0.83 0.01 -0.05
H 22.3750 32.7957 25.2837 0.51 0.42 -0.60
H 19.1923 23.8623 24.4905 0.08 0.22 0.85
C 24.3471 31.1665 14.8712 -0.59 1.97 -1.64
H 18.5568 35.4690 18.9000 -0.20 -0.43 0.05
O 21.0225 31.9369 16.0950 1.54 -1.31 -0.74
O 12.6426 23.8505 22.4670 0.97 0.50 0.87
Br 19.2277 33.2954 26.1191 0.57 0.76 0.04
O 25.9174 22.1831 19.2643 -1.04 0.29 3.05
C 17.6101 20.6966 20.9795 2.12 0.32 0.68
H 27.0231 24.3709 14.1231 0.11 0.06 0.11
H 18.7400 26.2660 19.9450 0.32 0.26 0.91
C 17.8309 31.9924 26.2511 -1.04 0.16 -0.15
H 26.3571 31.0741 17.6621 -0.92 0.63 -0.25
```
Forces are in eV/Å.

Calculated values
gap between HOMO and LUMO	7.99	eV
HOMO energy	-9.33	eV

Mulliken population analysis, charges in e, atoms 1 to 2: H 0.179; C -0.798


[2]
Formula: C2H4OS2
Source: the Open Molecules 2025 dataset
Level of theory: ωB97M-V with the def2-TZVPD basis set

```
9
Properties=species:S:1:pos:R:3:forces:R:3
H 0.2148 -0.5245 2.4074 -0.14 -0.31 0.49
C 1.0848 0.7773 0.8066 0.72 0.67 0.79
S -1.6329 -0.9466 -0.2088 -4.04 -2.50 2.01
H -2.2054 0.1882 0.1873 0.10 0.20 0.11
O -0.3802 -0.0001 -2.7160 -1.12 0.04 -2.98
H 1.5791 1.4689 0.1872 0.27 0.30 -0.30
S -0.0722 0.0318 -1.2973 4.97 0.51 0.20
C 0.6836 0.1230 1.7256 -0.26 -0.17 -0.36
H 0.7284 -1.1179 -1.0920 -0.49 1.26 0.01
```
Forces are in eV/Å.

Calculated values
gap between HOMO and LUMO (spin up / spin down)	5.91 / 6.42	eV
energy above the lowest of the compared OMol25 structures with the same formula, charge and spin	107.4	kcal/mol
HOMO energy (spin up / spin down)	-5.55 / -9.47	eV
spin multiplicity	3

Mulliken population analysis, charges in e, atoms 1 to 2: H 0.403; C -0.533